{
  "formula": "C3H2N2O",
  "method": "wB97M-V/def2-TZVPD",
  "spin_multiplicity": 1,
  "total_energy_ha": -300.11266,
  "e_above_lowest_ev": 3.231,
  "symbols": ["O", "C", "C", "N", "C", "N", "H", "H"],
  "positions_angstrom": [[0.715, 0.847, 0.424], [0.206, -0.310, 0.340], [-0.437, -0.836, 1.510], [-0.962, -1.296, 2.435], [-0.853, 0.430, -1.621], [0.084, 1.017, -2.025], [0.842, 1.129, -0.578], [0.404, -0.981, -0.486]],
  "lowdin_charge": [0.104, -0.168, -0.096, 0.232, -0.186, -0.090, 0.090, 0.114]
}

{
  "formula": "C28H38HfN4P2",
  "method": "wB97M-V/def2-TZVPD",
  "spin_multiplicity": 1,
  "charge": 2,
  "total_energy_ha": -2038.66366,
  "e_above_lowest_ev": 0.737,
  "symbols": ["Hf", "C", "C", "C", "C", "C", "C", "C", "C", "C", "H", "H", "H", "H", "H", "H", "H", "H", "H", "H", "H", "H", "H", "H", "H", "P", "P", "N", "N", "N", "N", "C", "C", "C", "C", "C", "C", "C", "C", "C", "C", "C", "C", "C", "C", "C", "C", "C", "C", "H", "H", "H", "H", "H", "H", "H", "H", "H", "H", "H", "H", "H", "H", "H", "H", "H", "H", "H", "H", "C", "H", "H", "H"],
  "positions_angstrom": [[0.237, -0.690, 4.180], [-1.540, 1.136, 4.154], [-1.490, 0.211, 3.098], [-0.846, 0.672, 1.771], [0.666, 0.508, 1.582], [1.573, 0.496, 2.822], [1.408, 1.426, 3.882], [0.552, 2.676, 3.807], [-0.999, 2.541, 3.982], [0.677, -2.832, 4.044], [-2.169, 0.969, 5.030], [-2.159, -0.664, 3.056], [-1.116, 1.721, 1.559], [-1.353, 0.082, 0.976], [0.824, -0.420, 0.997], [1.016, 1.300, 0.901], [2.547, -0.012, 2.694], [2.211, 1.511, 4.623], [0.763, 3.238, 2.877], [0.886, 3.335, 4.629], [-1.278, 3.129, 4.873], [-1.507, 3.087, 3.162], [0.860, -3.167, 5.089], [1.607, -3.058, 3.491], [-0.132, -3.479, 3.660], [1.414, -0.948, -1.328], [-2.030, -0.002, -1.240], [2.727, 0.182, -1.561], [2.242, -2.251, -2.315], [-1.992, 1.684, -1.834], [-3.647, -0.638, -1.864], [0.387, -0.249, -2.703], [-1.087, -0.720, -2.669], [3.775, 0.319, -0.639], [4.814, 0.993, -1.259], [4.420, 1.260, -2.608], [3.135, 0.763, -2.767], [2.398, -3.556, -1.849], [2.847, -4.360, -2.892], [2.971, -3.527, -4.047], [2.613, -2.235, -3.661], [-1.485, 2.808, -1.147], [-1.632, 3.937, -1.947], [-2.189, 3.507, -3.199], [-2.356, 2.125, -3.115], [-4.625, -0.163, -2.742], [-5.488, -1.211, -3.080], [-5.030, -2.383, -2.395], [-3.900, -2.012, -1.675], [0.797, -0.529, -3.692], [0.430, 0.850, -2.603], [-1.584, -0.425, -3.614], [-1.144, -1.820, -2.570], [3.664, -0.057, 0.371], [5.755, 1.267, -0.810], [4.989, 1.736, -3.387], [2.464, 0.806, -3.609], [2.150, -3.793, -0.823], [3.043, -5.417, -2.845], [3.257, -3.827, -5.040], [2.576, -1.324, -4.237], [-1.095, 2.716, -0.135], [-1.402, 4.969, -1.682], [-2.468, 4.125, -4.044], [-2.715, 1.426, -3.860], [-4.670, 0.885, -3.019], [-6.339, -1.157, -3.744], [-5.467, -3.374, -2.434], [-3.255, -2.601, -1.047], [0.360, -0.385, 6.310], [1.019, -1.183, 6.718], [-0.642, -0.515, 6.755], [0.757, 0.588, 6.636]],
  "lowdin_charge": [1.639, -0.079, -0.214, -0.214, -0.209, -0.203, -0.121, -0.111, -0.126, -0.233, 0.141, 0.155, 0.096, 0.007, 0.024, 0.145, 0.150, 0.142, 0.152, 0.138, 0.135, 0.148, 0.025, 0.027, 0.025, 1.108, 1.131, -0.289, -0.245, -0.259, -0.254, -0.391, -0.380, -0.160, -0.076, -0.053, -0.138, -0.167, -0.085, -0.064, -0.140, -0.157, -0.076, -0.053, -0.141, -0.139, -0.072, -0.082, -0.184, 0.076, 0.076, 0.092, 0.085, 0.078, 0.099, 0.105, 0.098, 0.084, 0.096, 0.100, 0.088, 0.066, 0.105, 0.108, 0.102, 0.096, 0.101, 0.102, 0.087, -0.232, 0.039, 0.039, 0.032]
}

{
  "formula": "C5H10O2",
  "method": "wB97M-V/def2-TZVPD",
  "spin_multiplicity": 1,
  "total_energy_ha": -346.93508,
  "e_above_lowest_ev": 2.459,
  "smiles": "C=C/C(O)=C/C.O",
  "symbols": ["C", "C", "C", "O", "C", "C", "H", "H", "H", "H", "H", "H", "H", "H", "O", "H", "H"],
  "positions_angstrom": [[-1.383, -2.146, -0.146], [-1.545, -0.803, -0.189], [-0.469, 0.142, -0.428], [-0.691, 1.440, -0.098], [0.696, -0.216, -0.999], [1.901, 0.654, -1.085], [-0.414, -2.618, -0.166], [-2.253, -2.791, -0.117], [-2.503, -0.314, -0.027], [-1.504, 1.564, 0.398], [0.778, -1.254, -1.305], [2.745, 0.274, -0.522], [2.345, 0.713, -2.073], [1.575, 1.722, -0.969], [0.187, 1.424, 2.886], [-0.137, 1.607, 2.002], [0.672, 0.603, 2.838]],
  "lowdin_charge": [0.034, -0.111, -0.386, 0.023, -0.097, -0.090, 0.056, 0.055, 0.106, 0.103, 0.099, 0.073, 0.062, 0.093, -0.045, -0.004, 0.030]
}

{
  "formula": "C3H6O",
  "method": "wB97M-V/def2-TZVPD",
  "spin_multiplicity": 1,
  "total_energy_ha": -193.05593,
  "e_above_lowest_ev": 2.375,
  "smiles": "CCC=O",
  "symbols": ["C", "C", "C", "O", "H", "H", "H", "H", "H", "H"],
  "positions_angstrom": [[-1.013, 0.362, 0.138], [-0.025, -0.738, -0.097], [1.500, 0.165, -0.114], [1.175, 1.312, 0.067], [-1.022, 0.849, 1.125], [-1.749, -0.489, 0.091], [-1.185, 1.088, -0.672], [-0.107, -1.462, 0.736], [-0.268, -1.224, -1.060], [2.644, 0.104, -0.224]],
  "lowdin_charge": [-0.176, -0.189, -0.152, -0.048, 0.086, 0.083, 0.086, 0.096, 0.096, 0.118]
}

{
  "formula": "C5H10O",
  "method": "wB97M-V/def2-TZVPD",
  "spin_multiplicity": 1,
  "total_energy_ha": -271.70425,
  "e_above_lowest_ev": 1.316,
  "smiles": "CC(C)[C@H]1CO1",
  "symbols": ["C", "C", "C", "C", "C", "O", "H", "H", "H", "H", "H", "H", "H", "H", "H", "H"],
  "positions_angstrom": [[1.103, -0.673, -1.098], [-0.102, -0.749, -0.159], [-1.408, -0.313, -0.827], [0.269, 0.066, 1.056], [0.201, 1.527, 1.001], [-0.679, 0.792, 1.825], [2.012, -1.022, -0.591], [1.311, 0.354, -1.436], [0.927, -1.294, -1.977], [-0.216, -1.797, 0.149], [-1.335, 0.694, -1.257], [-2.245, -0.317, -0.119], [-1.649, -0.999, -1.647], [1.070, -0.365, 1.662], [1.012, 2.081, 1.469], [-0.278, 1.999, 0.142]],
  "lowdin_charge": [-0.074, -0.394, -0.066, -0.301, -0.129, -0.028, 0.081, 0.086, 0.077, 0.136, 0.076, 0.085, 0.080, 0.149, 0.112, 0.110]
}

{
  "formula": "C35H23N7O7SeY",
  "method": "wB97M-V/def2-TZVPD",
  "spin_multiplicity": 1,
  "charge": -1,
  "total_energy_ha": -4697.69735,
  "e_above_lowest_ev": 0.656,
  "symbols": ["Y", "O", "C", "C", "C", "C", "C", "C", "C", "N", "C", "C", "N", "C", "C", "C", "C", "C", "C", "C", "O", "H", "H", "H", "H", "H", "H", "H", "H", "H", "H", "H", "H", "H", "H", "O", "C", "C", "C", "N", "C", "C", "C", "O", "O", "C", "O", "O", "H", "H", "H", "Se", "N", "C", "C", "C", "C", "C", "N", "C", "C", "N", "C", "C", "C", "C", "C", "N", "H", "H", "H", "H", "H", "H"],
  "positions_angstrom": [[0.073, 0.421, 0.152], [2.088, -0.376, 0.108], [3.271, 0.080, 0.206], [4.258, -0.640, 0.944], [5.552, -0.218, 1.037], [5.967, 0.942, 0.372], [5.051, 1.676, -0.336], [3.698, 1.299, -0.424], [2.798, 2.174, -1.101], [1.532, 2.018, -1.276], [0.861, 3.065, -2.033], [-0.637, 2.755, -2.166], [-1.087, 2.465, -0.838], [-2.024, 3.157, -0.317], [-2.289, 3.167, 1.085], [-3.468, 3.729, 1.586], [-3.686, 3.844, 2.938], [-2.694, 3.411, 3.824], [-1.519, 2.878, 3.369], [-1.252, 2.710, 1.977], [-0.145, 2.233, 1.562], [3.919, -1.529, 1.454], [6.263, -0.772, 1.635], [6.996, 1.264, 0.440], [5.366, 2.587, -0.832], [3.276, 3.078, -1.518], [1.311, 3.178, -3.032], [0.962, 4.027, -1.509], [-0.799, 1.875, -2.796], [-1.166, 3.620, -2.607], [-2.612, 3.852, -0.939], [-4.224, 4.060, 0.881], [-4.610, 4.264, 3.314], [-2.872, 3.494, 4.888], [-0.766, 2.521, 4.052], [-5.370, 0.349, 3.444], [-4.239, 0.137, 2.723], [-4.250, 0.087, 1.334], [-3.051, -0.086, 0.663], [-1.885, -0.190, 1.298], [-1.878, -0.192, 2.630], [-3.030, -0.059, 3.385], [-0.473, -0.372, 3.267], [-0.432, -0.699, 4.449], [0.480, -0.213, 2.462], [-2.969, -0.183, -0.872], [-4.022, -0.283, -1.496], [-1.793, -0.163, -1.330], [-6.094, 0.544, 2.835], [-5.164, 0.179, 0.762], [-2.972, -0.082, 4.462], [1.684, -6.815, -3.882], [1.489, -5.146, -4.415], [1.183, -4.399, -3.370], [1.007, -2.977, -3.409], [1.172, -2.248, -4.590], [1.112, -0.876, -4.529], [0.919, -0.281, -3.282], [0.700, -0.949, -2.171], [0.718, -2.283, -2.211], [0.522, -3.012, -0.964], [0.146, -2.329, 0.123], [0.078, -2.969, 1.275], [0.395, -4.320, 1.433], [0.727, -5.054, 0.320], [0.772, -4.402, -0.917], [1.096, -5.105, -2.126], [1.332, -6.401, -2.201], [1.370, -2.773, -5.512], [1.230, -0.270, -5.415], [0.974, 0.791, -3.180], [-0.213, -2.387, 2.136], [0.377, -4.768, 2.416], [0.961, -6.109, 0.358]],
  "lowdin_charge": [1.555, -0.194, -0.339, -0.009, -0.102, -0.128, -0.072, -0.141, -0.102, -0.037, -0.221, -0.218, -0.043, -0.095, -0.158, -0.071, -0.129, -0.103, -0.018, -0.376, -0.155, 0.110, 0.097, 0.085, 0.101, 0.129, 0.114, 0.122, 0.099, 0.117, 0.131, 0.105, 0.085, 0.099, 0.117, 0.065, -0.285, 0.059, -0.162, 0.057, -0.170, 0.069, -0.664, 0.018, -0.103, -0.628, 0.015, -0.121, 0.108, 0.124, 0.131, 1.079, -0.253, -0.329, -0.084, 0.002, -0.025, -0.100, 0.102, -0.116, -0.119, 0.116, -0.074, -0.018, 0.003, -0.088, -0.328, -0.250, 0.111, 0.104, 0.081, 0.098, 0.109, 0.112]
}